DFT (ωB97M-V/def2-TZVPD) results for C20H34ClHfO3P as an isolated structure.

The geometry in XYZ format:
```
60
Properties=species:S:1:pos:R:3:mulliken_charge:R:1
C 0.21913 0.69099 -5.94575 0.950
C 1.60235 1.25210 -6.29646 -1.384
C 0.00260 -0.64531 -6.66589 -1.378
C -0.86792 1.69144 -6.35667 -1.370
Cl 0.12093 0.40918 -4.07483 -0.140
H 0.04405 -0.52843 -7.76071 0.372
H -0.97613 -1.05957 -6.40375 0.372
H 0.77804 -1.35862 -6.36898 0.372
H 1.70224 1.43564 -7.37829 0.376
H 2.38048 0.54317 -5.99579 0.369
H 1.76733 2.19854 -5.77179 0.374
H -0.85249 1.88426 -7.44119 0.372
H -0.71550 2.64402 -5.83918 0.365
H -1.85688 1.30226 -6.09390 0.368
C 2.14019 -1.58177 0.88022 -0.166
C 1.34059 -2.33282 -0.02384 -0.778
C 1.03609 -1.51668 -1.14773 -0.675
H 1.13267 -3.39840 0.06747 0.478
C 1.68636 -0.25122 -0.98159 -0.403
C 2.34719 -0.27393 0.31234 -1.062
H 3.00519 0.49065 0.71401 0.878
H 2.62740 -1.96329 1.77992 0.591
H 0.57162 -1.87663 -2.06362 0.786
H 1.85936 0.49573 -1.75150 0.606
C -2.27348 0.91567 0.69062 -0.757
C -2.46417 -0.32943 1.36179 -0.316
C -2.17890 -1.37813 0.43892 -0.489
H -2.86418 -0.45510 2.37200 0.607
C -1.82053 -0.78423 -0.81576 -0.541
C -1.89311 0.64318 -0.67580 -0.548
H -1.87259 1.36902 -1.48128 0.582
H -2.50502 1.89367 1.11252 0.680
H -2.35796 -2.44313 0.60693 0.481
H -1.70512 -1.33554 -1.74948 0.688
Hf -0.02503 -0.15153 0.68226 1.177
C 2.72140 4.56962 3.40134 -1.079
C 3.08697 3.40264 2.53497 -0.124
O 1.81010 2.94461 1.83948 -0.245
P 0.70611 1.87287 2.20716 0.480
O 0.06860 2.22226 3.65095 -0.333
C 0.41548 1.56057 4.93436 -0.004
C 1.88466 1.25737 5.08497 -1.031
O -0.02055 -1.01148 2.33657 -0.755
C -0.06098 -1.59236 3.63296 -0.134
C -0.01668 -3.10566 3.58347 -1.260
H 2.32313 5.36652 2.75983 0.364
H 3.59196 4.96558 3.93555 0.373
H 1.94674 4.29259 4.13066 0.251
H 3.71232 3.69608 1.69121 0.343
H 3.51949 2.55439 3.07181 0.315
H 0.05886 2.25837 5.70170 0.370
H -0.17691 0.64160 4.99583 0.138
H 2.49792 2.16204 5.00448 0.249
H 2.02531 0.84483 6.09059 0.417
H 2.23442 0.50243 4.36391 0.317
H 0.76787 -1.16471 4.21574 0.101
H -0.99783 -1.28423 4.12008 0.412
H 0.77314 -3.48699 2.93433 0.250
H 0.14439 -3.47556 4.59732 0.426
H -0.98504 -3.46506 3.22970 0.318
```

LUMO energy: -9.46 eV
HOMO energy: -0.544 Ha
Frontier orbital gap: 5.33 eV
Net charge: +2

---

DFT (ωB97M-V/def2-TZVPD) results for C20H34ClHfP as an isolated structure.

The geometry in XYZ format:
```
57
Properties=species:S:1:pos:R:3:mulliken_charge:R:1
C 0.02016 0.08581 -5.98513 0.895
C 1.38625 0.63226 -6.40003 -1.360
C -0.19911 -1.24412 -6.70591 -1.366
C -1.06183 1.06491 -6.44075 -1.362
Cl -0.05892 -0.13796 -4.13297 -0.149
H -0.14677 -1.04754 -7.78798 0.375
H -1.17893 -1.67540 -6.48228 0.376
H 0.57129 -1.97824 -6.45325 0.375
H 1.38141 0.76007 -7.49344 0.381
H 2.19368 -0.05793 -6.13806 0.373
H 1.59450 1.60208 -5.93947 0.374
H -0.97920 1.17991 -7.53215 0.379
H -0.93911 2.04850 -5.97846 0.369
H -2.06441 0.69414 -6.20773 0.370
C 1.53427 -1.93487 1.20419 -0.250
C 0.57247 -2.64087 0.40282 -0.866
C 0.67510 -2.15298 -0.94851 -0.222
H 0.03559 -3.52651 0.73868 0.618
C 1.60950 -1.04787 -0.95186 -0.951
C 2.18882 -0.97854 0.36148 -0.363
H 3.03201 -0.35779 0.66142 0.632
H 1.82860 -2.22286 2.21399 0.656
H 0.25234 -2.63504 -1.82839 0.634
H 1.90308 -0.45096 -1.81543 0.611
C -2.49074 0.52942 0.57476 -0.164
C -2.31297 -0.67631 1.37298 0.027
C -2.12253 -1.77434 0.44705 -1.032
H -2.49103 -0.77374 2.44214 0.664
C -2.23802 -1.25083 -0.89004 -0.125
C -2.37745 0.18015 -0.81435 -1.082
H -2.54137 0.85026 -1.65874 0.539
H -2.74477 1.50849 0.97515 0.459
H -2.09650 -2.82432 0.74082 0.650
H -2.36196 -1.84087 -1.79499 0.579
Hf -0.29510 -0.41212 0.35515 0.724
C -2.13217 1.80922 3.91043 -1.239
C -0.66762 2.03093 3.54731 -0.511
P 0.19129 0.60070 2.78366 0.209
C 1.94489 1.16264 2.88726 -0.645
C 2.33775 2.26594 3.87964 -1.519
C 0.05865 -0.65833 4.13923 -0.513
C 1.08225 -0.59951 5.25951 -1.433
H -2.77047 1.73619 3.02427 0.212
H -2.46558 2.66886 4.50270 0.410
H -2.26959 0.90961 4.52307 0.300
H -0.55722 2.88805 2.85934 0.480
H -0.08521 2.26583 4.45347 0.470
H 2.56643 0.26194 3.03311 0.401
H 2.16475 1.52689 1.86724 0.496
H 2.26834 1.95705 4.93244 0.295
H 3.38303 2.51879 3.68257 0.427
H 1.73266 3.16908 3.73672 0.354
H -0.95701 -0.56159 4.54384 0.498
H 0.08947 -1.63094 3.62957 0.457
H 1.00765 0.31822 5.85083 0.322
H 0.88903 -1.43346 5.93660 0.435
H 2.11030 -0.70010 4.90649 0.322
```

LUMO energy: -8.15 eV
HOMO energy: -0.570 Ha
Frontier orbital gap: 7.36 eV
Net charge: +2